C14H33N5OP2Yb as an isolated structure at a distorted geometry, computed with ωB97M-V/def2-TZVPD.

The geometry in ORCA input format:
```
! RIJCOSX wB97M-V def2-TZVPD def2/J DEFGRID3
* xyz 2 3
Yb 0.60 -0.39 0.23
P 2.25 0.87 -2.16
P 0.71 -0.98 3.17
N -0.68 -0.69 -1.72
N -1.16 -1.91 0.68
H -2.06 -2.12 -2.51
H -3.16 -2.21 -0.04
H -2.79 -0.72 -1.69
C -1.96 -1.44 -1.66
H -1.97 -3.33 -0.68
C -2.11 -2.27 -0.38
H -0.59 -0.57 -3.81
H -2.20 -3.12 2.01
C -0.03 -0.61 -2.84
C -1.37 -2.41 1.88
C 1.43 -0.59 -2.95
C -0.63 -2.16 3.04
H 1.78 -0.84 -3.97
H -0.94 -2.77 3.90
H 1.56 -1.80 3.99
H 0.10 -0.20 4.22
H 3.57 0.32 -2.23
H 2.40 1.74 -3.30
H 0.67 -3.36 -0.13
C 1.70 -3.37 -0.55
C 2.64 -3.80 0.57
C 1.69 -4.23 -1.80
O 2.05 -1.97 -0.85
H 2.52 -4.84 0.85
H 3.68 -3.64 0.25
H 2.46 -3.24 1.50
H 0.83 -3.95 -2.42
H 2.64 -4.11 -2.34
H 1.52 -5.29 -1.53
H 1.97 -1.61 -1.87
C -3.27 2.91 0.67
N -1.94 3.50 0.70
C -1.89 4.84 1.22
C -0.85 2.68 0.77
N -0.93 1.38 0.92
N 0.38 3.28 0.69
C 0.62 4.41 -0.19
C 1.55 2.50 1.04
H -3.98 3.73 0.52
H -3.50 2.40 1.62
H -3.32 2.18 -0.15
H -1.11 4.97 1.98
H -1.70 5.58 0.44
H -2.87 5.08 1.65
H -1.90 1.08 1.09
H 0.98 5.26 0.39
H 1.37 4.15 -0.94
H -0.29 4.71 -0.71
H 1.95 1.94 0.16
H 2.32 3.20 1.39
H 1.29 1.82 1.87
*
```

Output
⟨S²⟩: 2.03
Kohn-Sham gap (spin up / spin down), eV: 7.8 / 5.0
Energy relative to the best compared isomer or geometry (same formula, charge and spin), kJ/mol: 0.00

C3H22BeO8 as an isolated structure at a distorted geometry, computed with ωB97M-V/def2-TZVPD.

The geometry in ORCA input format:
```
! RIJCOSX wB97M-V def2-TZVPD def2/J DEFGRID3
* xyz 2 1
Be 0.02 -0.68 -0.42
O 1.83 -0.61 -0.48
H 2.42 -0.52 -1.22
H 2.33 -1.10 0.18
O 0.84 -1.58 0.89
H 0.41 -1.87 1.70
H 1.61 -2.15 0.82
O 0.14 -0.13 -2.15
H 0.29 -0.86 -2.75
H -0.32 0.53 -2.67
O -0.98 -2.05 0.23
H -1.65 -1.83 0.87
H -0.84 -2.99 0.34
O -1.60 0.07 -0.78
H -2.25 -0.63 -0.87
H -2.10 0.84 -0.51
O -0.91 -0.03 1.06
H -1.66 0.57 1.08
H -0.59 -0.03 1.96
O 0.05 -2.28 -1.64
H 0.50 -2.59 -2.42
H -0.38 -3.06 -1.29
C -0.85 2.56 0.96
C 0.37 1.97 0.28
C 1.38 1.34 1.23
O 0.05 1.05 -0.74
H -1.71 2.64 0.30
H -0.71 3.53 1.44
H -1.12 1.95 1.82
H 0.87 2.75 -0.27
H 1.71 2.01 2.02
H 2.15 0.93 0.57
H 0.94 0.56 1.85
H -0.26 1.69 -1.38
*
```

Output
Kohn-Sham gap, eV: 10.4
Energy relative to the best compared isomer or geometry (same formula, charge and spin), kJ/mol: 815.99

C21H56BCuF4O21S7 as an isolated structure at a distorted geometry, computed with ωB97M-V/def2-TZVPD.

The geometry in ORCA input format:
```
! RIJCOSX wB97M-V def2-TZVPD def2/J DEFGRID3
* xyz 1 2
Cu -0.02 0.49 2.31
B -2.10 0.18 6.37
F -0.95 -0.41 5.89
F -1.90 0.96 7.45
F -2.62 0.96 5.42
F -2.98 -0.85 6.62
O 3.10 -6.83 3.10
S 1.66 -6.55 3.21
O 1.15 -5.24 2.80
O 0.75 -7.75 2.52
C 1.01 -9.12 2.86
C 0.29 -9.78 1.73
C 1.17 -6.85 4.98
H 0.58 -9.44 3.82
H 2.07 -9.28 2.71
H -0.79 -9.76 1.88
H 0.56 -10.83 1.68
H 0.38 -9.31 0.75
H 1.66 -6.07 5.57
H 1.28 -7.86 5.35
H 0.11 -6.58 5.07
O -6.01 2.95 -1.20
S -4.64 2.68 -1.66
O -3.60 2.30 -0.70
O -4.68 1.51 -2.78
C -5.69 1.55 -3.78
C -6.46 0.27 -3.77
C -3.95 3.94 -2.80
H -5.19 1.82 -4.71
H -6.56 2.14 -3.49
H -7.03 0.21 -2.84
H -5.82 -0.62 -3.84
H -7.17 0.05 -4.56
H -3.25 3.44 -3.48
H -3.48 4.70 -2.18
H -4.76 4.44 -3.32
O 3.29 5.62 -2.80
S 4.06 4.62 -2.05
O 3.38 3.65 -1.19
O 4.91 3.71 -3.16
C 5.51 4.39 -4.25
C 6.73 3.65 -4.71
C 5.45 5.52 -1.16
H 5.66 5.46 -4.07
H 4.88 4.26 -5.13
H 7.61 3.80 -4.09
H 6.89 3.86 -5.76
H 6.43 2.60 -4.63
H 5.79 6.43 -1.66
H 6.22 4.76 -1.06
H 5.09 5.70 -0.15
O 2.08 -1.87 -4.64
S 0.70 -1.65 -4.23
O 0.47 -1.19 -2.91
O -0.08 -0.63 -5.23
C 0.34 -0.68 -6.63
C -0.36 0.45 -7.41
C -0.34 -3.19 -4.51
H -0.05 -1.59 -7.10
H 1.43 -0.58 -6.66
H -1.44 0.28 -7.34
H -0.08 0.57 -8.46
H -0.19 1.41 -6.91
H -0.11 -3.99 -3.81
H -0.20 -3.51 -5.54
H -1.40 -2.94 -4.40
O 6.74 1.57 3.46
S 6.38 0.23 2.95
O 4.98 -0.09 2.68
O 7.31 -0.08 1.55
C 7.01 -1.20 0.73
C 7.99 -1.22 -0.39
C 7.05 -1.02 4.10
H 5.98 -1.04 0.39
H 7.14 -2.14 1.26
H 8.12 -0.24 -0.85
H 7.72 -2.06 -1.04
H 9.00 -1.34 -0.01
H 7.98 -0.54 4.41
H 7.17 -1.94 3.52
H 6.28 -1.08 4.86
O -0.31 5.60 3.87
S -0.35 7.05 4.12
O 0.77 7.75 4.74
O -0.68 7.77 2.57
C -0.86 9.16 2.46
C -2.33 9.38 2.20
C -1.90 7.50 5.07
H -0.25 9.48 1.62
H -0.59 9.77 3.32
H -2.51 9.31 1.13
H -2.64 10.42 2.24
H -2.99 8.71 2.75
H -2.81 7.42 4.47
H -1.78 8.54 5.39
H -2.04 7.02 6.04
O -5.24 -4.99 2.55
S -5.29 -3.91 1.61
O -4.19 -2.93 1.40
O -5.78 -4.49 0.11
C -6.73 -5.55 -0.05
C -6.17 -6.89 0.40
C -6.85 -2.96 1.99
H -6.87 -5.69 -1.12
H -7.69 -5.43 0.46
H -5.83 -6.95 1.44
H -5.39 -7.23 -0.29
H -6.90 -7.69 0.44
H -7.02 -2.20 1.24
H -6.75 -2.47 2.96
H -7.67 -3.67 1.93
*
```

Output
⟨S²⟩: 0.76
Kohn-Sham gap (spin up / spin down), eV: 6.3 / 2.2
Energy relative to the best compared isomer or geometry (same formula, charge and spin), kJ/mol: 1307.93

One molecule with the formula C24H33N5O4, computed with ωB97M-V/def2-TZVPD.

The geometry in ORCA input format:
```
! RIJCOSX wB97M-V def2-TZVPD def2/J DEFGRID3
* xyz 0 1
C -6.34 -3.59 -1.43
C -5.80 -2.27 -0.89
O -4.55 -2.56 -0.29
C -3.70 -1.58 0.10
C -2.41 -2.02 0.40
C -1.42 -1.16 0.82
C -1.69 0.20 0.93
C -2.98 0.65 0.66
C -3.99 -0.21 0.26
O -5.28 0.20 0.03
C -5.60 1.57 0.12
C -7.07 1.73 -0.24
H -7.68 1.15 0.45
H -7.35 2.77 -0.18
H -7.24 1.36 -1.25
H -4.97 2.15 -0.58
H -5.42 1.94 1.14
H -3.21 1.70 0.80
C -0.59 1.11 1.34
O 0.37 0.71 1.98
N -0.74 2.41 0.99
H -1.40 2.61 0.25
C 0.34 3.36 1.11
H 1.12 2.88 1.72
C 0.89 3.74 -0.28
C 1.08 2.47 -1.10
O 0.16 2.08 -1.80
N 2.26 1.82 -1.03
C 3.38 2.10 -0.16
H 3.31 3.10 0.27
C 3.45 1.06 0.96
H 4.32 1.25 1.59
H 2.55 1.11 1.58
C 3.53 -0.37 0.40
C 4.86 -0.65 -0.24
C 5.62 -1.74 0.06
N 6.73 -1.65 -0.73
C 6.59 -0.53 -1.47
N 5.48 0.10 -1.21
H 7.32 -0.20 -2.19
H 7.50 -2.30 -0.75
C 5.27 -2.78 1.06
H 5.82 -2.60 1.99
H 5.53 -3.78 0.70
C 3.76 -2.66 1.31
N 3.44 -1.27 1.55
H 2.51 -1.17 1.96
H 3.49 -3.23 2.20
H 3.23 -3.09 0.45
C 2.38 -0.57 -0.61
C 2.39 0.53 -1.67
H 1.55 0.41 -2.36
H 3.33 0.52 -2.22
H 2.47 -1.54 -1.10
H 1.44 -0.53 -0.07
H 4.29 2.03 -0.76
H 0.14 4.34 -0.80
H 1.80 4.34 -0.18
H -0.01 4.25 1.63
H -0.44 -1.52 1.05
H -2.21 -3.08 0.29
H -6.49 -1.85 -0.16
H -5.67 -1.55 -1.71
H -6.46 -4.30 -0.62
H -5.66 -4.00 -2.17
H -7.31 -3.42 -1.90
*
```

Output
Kohn-Sham gap, eV: 8.9
Structure (SMILES): CCOc1ccc(C(=O)NCCC(=O)N2CCC3(CC2)NCCc2[nH]cnc23)cc1OCC
Energy relative to the best compared isomer or geometry (same formula, charge and spin), kJ/mol: 58.48

A 2-piece molecular cluster, C15H18O2 overall at a distorted geometry, computed with ωB97M-V/def2-TZVPD.

The geometry in ORCA input format:
```
! RIJCOSX wB97M-V def2-TZVPD def2/J DEFGRID3
* xyz 0 1
C -2.05 1.50 0.00
C -2.88 2.64 -0.62
C -0.65 1.41 -0.62
C 0.49 1.60 0.19
C -0.52 1.27 -2.09
C 1.81 1.53 -0.42
C 0.73 1.20 -2.64
C 1.84 1.28 -1.76
O 3.01 1.04 -2.47
H -2.05 1.53 1.20
H -2.72 0.61 -0.40
H -3.86 2.26 -0.82
H 0.43 1.78 1.24
H -1.39 1.30 -2.75
H 2.63 1.61 0.31
H 0.77 1.27 -3.76
H 3.77 1.01 -1.78
H -2.36 3.26 -1.43
H -2.75 3.50 0.15
C 2.70 -2.00 1.21
C 0.51 -2.15 2.40
C 1.15 -2.01 1.19
C -0.79 -1.73 2.61
C -1.53 -1.51 1.39
C 0.42 -1.94 -0.02
C -1.01 -1.70 0.14
O -2.87 -1.07 1.41
H 1.26 -2.53 3.17
H -1.27 -1.57 3.68
H 3.13 -2.95 1.20
H 3.15 -1.46 1.93
H 0.84 -1.76 -1.01
H -3.21 -0.74 2.39
H -1.71 -1.57 -0.88
H 3.08 -1.67 0.14
*
```

Output
Kohn-Sham gap, eV: 8.7
Structure (SMILES): CCc1ccc(O)cc1.Cc1ccc(O)cc1
Energy relative to the best compared isomer or geometry (same formula, charge and spin), kJ/mol: 374.72

An isolated ion of composition C10H11IN3 and charge +1 at a distorted geometry, computed with ωB97M-V/def2-TZVPD.

The geometry in ORCA input format:
```
! RIJCOSX wB97M-V def2-TZVPD def2/J DEFGRID3
* xyz 1 1
C 1.55 2.21 -1.27
C 1.87 0.89 -1.31
C 0.52 2.70 -0.28
C 0.98 -0.09 -0.63
C -0.26 1.86 0.45
C -0.14 0.46 0.28
C -0.47 -0.36 -0.99
C -1.03 -1.61 -0.59
C -0.41 -0.63 2.64
C -1.10 -2.71 -1.51
N -1.07 -1.67 0.74
N -0.55 -0.51 1.34
N 0.14 0.24 3.39
I -1.52 0.53 -2.71
H 2.15 2.99 -1.75
H 2.72 0.54 -1.75
H 0.54 3.87 -0.15
H 1.38 -1.10 -0.39
H -0.89 2.32 1.19
H -1.37 -3.63 -1.17
H -1.82 -2.37 -2.31
H -0.05 -2.98 -1.87
H -1.64 -2.30 1.30
H 0.02 0.21 4.39
H 0.46 1.14 2.97
*
```

Output
Kohn-Sham gap, eV: 7.3
Energy relative to the best compared isomer or geometry (same formula, charge and spin), kJ/mol: 16.73

A 7-piece molecular cluster, C34H46BBr2F9N3O23 overall at a distorted geometry, computed with ωB97M-V/def2-TZVPD.

The geometry in ORCA input format:
```
! RIJCOSX wB97M-V def2-TZVPD def2/J DEFGRID3
* xyz 1 1
C -4.42 -3.73 -5.48
C -3.62 -2.67 -5.48
C -2.61 -1.41 -5.30
C -1.39 -1.92 -4.38
C -0.38 -0.76 -3.86
C -1.05 0.57 -3.28
N -1.49 0.51 -1.81
N -1.84 -0.74 -1.34
C -3.13 -1.35 -1.60
C -3.07 -2.91 -1.10
C -2.25 1.72 -1.33
C -3.82 1.82 -1.67
O -4.20 1.26 -3.00
C -5.38 1.90 -3.49
F -6.40 2.11 -2.50
F -5.97 1.01 -4.49
F -4.99 3.09 -4.20
C -2.01 2.14 0.20
Br -3.52 3.22 1.01
C -1.82 0.99 1.31
C -3.10 -0.03 1.48
Br -0.05 0.10 1.39
C -1.67 2.97 -2.24
N -1.93 4.32 -1.63
O -0.25 2.91 -2.49
C 0.03 1.82 -3.40
O -0.14 2.36 -4.76
B 1.59 1.42 -3.18
O 2.12 0.41 -2.28
O 2.60 2.21 -3.91
H -5.41 -4.32 -5.32
H -2.19 -1.07 -6.32
H -3.26 -0.58 -4.79
H -0.73 -2.59 -5.08
H -1.71 -2.66 -3.53
H 0.23 -0.52 -4.83
H 0.27 -1.23 -3.03
H -1.90 0.87 -3.99
H -0.55 0.66 -1.33
H -1.03 -1.36 -1.22
H -4.01 -0.89 -0.99
H -3.51 -1.39 -2.69
H -1.96 -3.30 -1.06
H -3.58 -3.05 -0.06
H -3.59 -3.59 -1.89
H -4.12 2.94 -1.78
H -4.52 1.29 -0.92
H -1.02 2.76 0.23
H -1.87 1.58 2.33
H -2.78 -1.08 1.12
H -4.06 0.36 0.99
H -3.34 -0.16 2.61
H -2.30 3.00 -3.23
H -1.04 4.77 -1.35
H -2.33 4.95 -2.36
H 0.01 1.57 -5.36
H 2.72 -0.14 -2.87
H 2.44 2.13 -4.89
C -4.17 -7.74 -8.61
C -5.51 -7.59 -7.97
O -5.29 -8.00 -6.64
C -3.98 -7.71 -6.38
O -3.51 -7.67 -5.28
O -3.29 -7.46 -7.53
F -6.41 -8.43 -8.54
H -3.98 -8.76 -8.97
H -4.02 -7.04 -9.43
H -5.90 -6.57 -7.98
C 3.77 2.98 1.18
C 3.65 3.36 2.62
O 2.31 3.81 2.72
C 1.62 3.11 1.78
O 0.42 3.02 1.75
O 2.46 2.52 0.88
F 4.47 4.40 2.91
H 4.01 3.82 0.53
H 4.50 2.19 1.02
H 3.82 2.54 3.32
C 6.36 4.29 6.53
C 6.03 2.98 7.17
O 5.44 2.24 6.11
C 6.00 2.73 4.97
O 5.95 2.18 3.91
O 6.64 3.91 5.19
F 5.12 3.13 8.15
H 5.52 4.99 6.54
H 7.22 4.77 6.99
H 6.90 2.43 7.55
C 6.44 -0.37 10.56
C 7.38 -1.52 10.37
O 7.79 -1.39 9.03
C 7.73 -0.05 8.76
O 8.26 0.47 7.82
O 7.00 0.62 9.70
F 6.72 -2.70 10.50
H 5.42 -0.59 10.23
H 6.41 -0.01 11.59
H 8.25 -1.50 11.03
C -7.88 4.26 -5.52
C -7.93 5.58 -4.83
O -8.86 6.31 -5.60
C -9.71 5.37 -6.12
O -10.78 5.63 -6.60
O -9.20 4.11 -6.02
F -6.74 6.21 -4.89
H -7.17 4.25 -6.35
H -7.62 3.44 -4.84
H -8.28 5.53 -3.79
C 8.19 -4.54 8.48
C 7.84 -5.99 8.62
O 8.99 -6.65 8.14
C 10.03 -5.81 8.40
O 11.18 -6.13 8.38
O 9.59 -4.55 8.70
F 6.79 -6.31 7.83
H 7.98 -4.15 7.48
H 7.68 -3.92 9.22
H 7.64 -6.30 9.65
*
```

Output
Kohn-Sham gap, eV: 9.7

An isolated ion of composition C4H7BrN3O2 and charge +1 at a distorted geometry, computed with ωB97M-V/def2-TZVPD.

The geometry in ORCA input format:
```
! RIJCOSX wB97M-V def2-TZVPD def2/J DEFGRID3
* xyz 1 1
C -1.90 0.03 -0.03
C -3.18 0.40 -0.11
C 0.24 -0.94 0.55
C 1.54 -0.21 -0.15
N -1.02 -0.93 -0.24
N -3.61 1.64 0.07
N 1.40 1.12 -0.60
O -2.62 2.61 0.11
O -4.69 2.06 0.27
Br -4.70 -0.93 -0.12
H 0.50 -1.86 0.95
H 0.17 -0.42 1.53
H 2.18 -0.08 0.71
H 1.88 -0.90 -0.93
H -1.00 -1.52 -1.08
H -3.09 3.43 0.35
H 0.58 1.68 -0.08
*
```

Output
Kohn-Sham gap (spin up / spin down), eV: 6.9 / 7.3
Energy relative to the best compared isomer or geometry (same formula, charge and spin), kJ/mol: 798.10